<i>
Density functional theory data (the ωB97M-V functional and the def2-TZVPD basis) for a 2-piece molecular cluster, C2H6NO3 overall.

Last column: Mulliken spin population.
Atoms and positions in Å:
O  1.48  0.53  0.61  0.00
C  0.47  -0.09  0.84  0.00
N  -0.53  -0.18  -0.12  0.00
C  -1.88  -0.87  0.35  0.01
O  -2.72  0.02  0.84  0.88
H  0.33  -0.77  1.68  0.00
H  -0.65  0.62  -0.72  0.00
H  -1.61  -1.62  1.13  0.04
H  -2.31  -1.22  -0.59  0.07
H  2.41  1.49  -0.60  0.00
H  2.19  0.74  -1.94  0.00
O  2.79  1.32  -1.48  0.00

* E_LUMO (alpha / beta): 0.65 / -2.68 eV
* orbital gap (alpha / beta): 11.070 / 7.717 eV
* E_HOMO (alpha / beta): -0.3830 / -0.3820 Ha
* 2S+1: 2
* molar mass: 92.1 g mol⁻¹

***

<ii>
Density functional theory data (the ωB97M-V functional and the def2-TZVPD basis) for a 2-piece molecular cluster, C2H6NO3 overall.

Last column: Mulliken spin population.
Atoms and positions in Å:
C  -2.10  0.47  -0.25  0.00
N  -0.89  1.20  -0.19  0.83
C  0.42  0.59  0.26  -0.03
O  1.33  1.41  0.10  0.14
O  0.31  -0.56  0.64  0.01
H  -1.94  -0.47  0.28  0.00
H  -2.93  1.08  0.09  0.03
H  -2.27  0.15  -1.29  0.06
H  -0.82  2.09  -0.67  -0.03
H  3.57  -1.57  0.06  0.00
H  2.20  -2.06  0.46  0.00
O  3.13  -2.32  0.50  0.00

* E_LUMO (alpha / beta): 0.23 / -3.63 eV
* orbital gap (alpha / beta): 10.811 / 6.787 eV
* E_HOMO (alpha / beta): -0.3890 / -0.3828 Ha
* 2S+1: 2
* molar mass: 92.1 g mol⁻¹

***

The relative energies come out as <i> 0.0260; <ii> 0.0000, with values in hartree.

***

<i>
Density functional theory data (the ωB97M-V functional and the def2-TZVPD basis) for C32H27BaClN4O5S as an isolated structure.

Last column: Mulliken charge in e.
Atoms and positions in Å:
Ba  -0.64  -0.38  1.01  3.23
O  1.38  -1.20  1.84  -0.70
S  2.29  -0.15  1.45  1.25
O  3.37  0.09  2.39  -0.76
N  1.44  1.13  1.08  -0.33
C  2.01  2.33  0.75  -0.19
C  3.36  2.63  0.59  -0.49
C  3.79  3.92  0.26  -0.88
C  2.91  4.95  0.07  -0.87
C  1.53  4.70  0.18  1.30
C  0.54  5.69  -0.01  -0.63
C  -0.78  5.36  0.09  -0.88
C  -1.13  4.03  0.37  -0.16
N  -0.25  3.09  0.58  0.06
C  1.07  3.39  0.51  -0.16
C  3.08  -0.70  -0.06  0.55
C  2.49  -0.50  -1.30  -0.25
C  3.13  -0.97  -2.44  -0.39
C  4.34  -1.63  -2.33  -0.55
C  4.93  -1.82  -1.09  -0.65
C  4.30  -1.35  0.05  -0.50
H  4.09  1.86  0.76  0.46
H  4.86  4.10  0.16  0.36
H  3.25  5.95  -0.18  0.32
H  0.85  6.70  -0.25  0.37
H  -1.56  6.11  -0.04  0.39
H  -2.17  3.71  0.42  0.32
H  1.52  -0.01  -1.38  0.37
H  2.67  -0.83  -3.41  0.21
H  4.83  -2.01  -3.23  0.37
H  5.88  -2.34  -1.01  0.39
H  4.74  -1.47  1.03  0.44
Cl  -5.70  -1.89  7.07  -0.30
C  -4.49  -1.64  5.82  0.30
C  -3.26  -1.07  6.17  -0.56
C  -2.31  -0.87  5.20  -0.57
C  -2.52  -1.21  3.82  -0.42
O  -1.65  -0.97  2.95  -0.64
C  -3.78  -1.84  3.53  1.22
C  -4.09  -2.33  2.19  -0.40
O  -3.37  -2.41  1.23  -0.44
C  -4.74  -2.02  4.53  -0.80
H  -3.07  -0.80  7.20  0.37
H  -1.35  -0.42  5.45  0.38
H  -5.15  -2.69  2.11  0.13
H  -5.69  -2.47  4.28  0.30
C  -0.03  -0.17  -4.10  -1.17
N  -0.84  -0.03  -2.91  0.85
C  -1.70  1.14  -3.00  -1.01
C  -1.62  -1.25  -2.63  -1.44
C  -0.72  -2.39  -2.17  0.36
C  -0.42  -3.42  -3.06  -0.34
C  0.46  -4.43  -2.68  -0.46
C  1.02  -4.39  -1.42  -0.68
C  0.69  -3.36  -0.54  -0.74
C  -0.20  -2.32  -0.86  -0.26
H  -0.63  -0.25  -5.02  0.33
H  0.58  -1.07  -4.01  0.23
H  0.63  0.70  -4.19  0.33
H  -2.42  1.06  -3.84  0.32
H  -1.09  2.03  -3.17  0.33
H  -2.24  1.25  -2.07  0.03
H  -2.19  -1.54  -3.53  0.29
H  -2.31  -1.01  -1.83  0.46
H  -0.86  -3.44  -4.05  0.26
H  0.68  -5.24  -3.37  0.35
H  1.72  -5.17  -1.11  0.33
H  1.16  -3.36  0.44  0.35
O  -4.38  2.47  0.20  -0.80
C  -3.52  1.61  0.27  0.68
N  -2.68  0.78  0.30  -1.16

* E_LUMO: 4.15 eV
* orbital gap: 5.646 eV
* E_HOMO: -0.0551 Ha
* net charge: -2
* molar mass: 752.4 g mol⁻¹

***

<ii>
Density functional theory data (the ωB97M-V functional and the def2-TZVPD basis) for C32H27BaClN4O5S as an isolated structure.

Last column: Mulliken charge in e.
Atoms and positions in Å:
Ba  -0.36  -1.66  -0.11  2.08
O  -0.06  -1.02  -2.60  -0.88
S  1.27  -0.41  -2.56  1.44
O  2.38  -1.35  -2.53  -0.75
N  1.22  0.56  -1.33  0.12
C  2.36  1.25  -0.97  0.60
C  3.51  1.41  -1.71  -0.56
C  4.58  2.20  -1.23  -1.02
C  4.53  2.81  -0.02  -0.83
C  3.38  2.64  0.80  1.08
C  3.29  3.20  2.10  -0.76
C  2.17  2.95  2.85  -0.93
C  1.15  2.15  2.30  -0.24
N  1.21  1.63  1.10  0.08
C  2.31  1.86  0.34  -0.14
C  1.44  0.47  -4.11  -0.61
C  0.65  1.59  -4.33  -0.04
C  0.76  2.27  -5.53  -0.70
C  1.64  1.83  -6.51  -0.34
C  2.42  0.71  -6.28  -0.61
C  2.32  0.03  -5.07  -0.18
H  3.63  0.93  -2.67  0.28
H  5.45  2.31  -1.86  0.35
H  5.36  3.42  0.35  0.32
H  4.11  3.80  2.48  0.36
H  2.06  3.35  3.85  0.40
H  0.27  1.92  2.88  0.46
H  -0.03  1.92  -3.55  0.33
H  0.14  3.15  -5.70  0.39
H  1.71  2.37  -7.45  0.36
H  3.10  0.36  -7.04  0.36
H  2.92  -0.85  -4.87  0.49
Cl  2.62  -2.96  7.51  -0.30
C  1.89  -2.57  5.96  0.15
C  2.28  -3.28  4.82  -0.44
C  1.72  -3.00  3.61  -0.53
C  0.72  -1.97  3.44  -0.43
O  0.22  -1.77  2.31  -0.30
C  0.35  -1.26  4.63  1.33
C  -0.62  -0.17  4.69  -0.39
O  -1.16  0.41  3.78  -0.46
C  0.94  -1.59  5.87  -0.86
H  3.03  -4.06  4.90  0.38
H  2.00  -3.55  2.72  0.46
H  -0.78  0.18  5.74  0.09
H  0.63  -1.05  6.75  0.27
C  -3.44  0.79  -1.86  -1.11
N  -2.57  0.84  -0.70  0.83
C  -1.89  2.11  -0.60  -0.64
C  -3.31  0.57  0.53  -0.74
C  -4.03  -0.77  0.53  0.14
C  -5.41  -0.77  0.68  -0.59
C  -6.11  -1.97  0.66  -0.46
C  -5.40  -3.15  0.48  -0.44
C  -4.01  -3.11  0.33  -0.58
C  -3.25  -1.93  0.35  -0.15
H  -4.22  1.57  -1.81  0.32
H  -3.92  -0.18  -1.91  0.33
H  -2.85  0.94  -2.76  0.17
H  -2.61  2.94  -0.42  0.38
H  -1.35  2.32  -1.53  0.04
H  -1.17  2.09  0.21  -0.05
H  -4.05  1.38  0.71  0.24
H  -2.59  0.61  1.36  0.10
H  -5.95  0.17  0.80  0.25
H  -7.19  -1.98  0.78  0.33
H  -5.92  -4.10  0.46  0.32
H  -3.51  -4.06  0.19  0.40
O  0.02  -6.08  -2.18  -0.72
C  -0.01  -5.15  -1.42  0.45
N  -0.02  -4.25  -0.66  -0.72

* E_LUMO: 3.97 eV
* orbital gap: 5.707 eV
* E_HOMO: -0.0637 Ha
* net charge: -2
* molar mass: 752.4 g mol⁻¹

***

The relative energies come out as <i> 0.0448; <ii> 0.0000, with values in hartree.

***

<i>
Density functional theory data (the ωB97M-V functional and the def2-TZVPD basis) for the molecule C2HF4I.

Last column: Mulliken charge in e.
Atoms and positions in Å:
C  -0.82  -0.34  0.30  0.23
C  0.61  0.51  -0.39  0.28
F  -0.55  -1.68  0.44  -0.25
F  -0.92  0.02  1.58  -0.21
F  0.40  0.89  -1.61  -0.21
F  0.75  1.57  0.37  -0.23
I  2.26  -0.69  -0.28  0.16
H  -1.73  -0.27  -0.42  0.23

* E_LUMO: 0.44 eV
* orbital gap: 10.639 eV
* E_HOMO: -0.3747 Ha
* molar mass: 227.9 g mol⁻¹
* structure (SMILES): FC(F)C(F)(F)I

***

<ii>
Density functional theory data (the ωB97M-V functional and the def2-TZVPD basis) for C2HF4I as an isolated structure.

Last column: Mulliken charge in e.
Atoms and positions in Å:
C  -1.14  1.41  -1.93  0.07
C  0.56  -0.73  1.35  0.09
F  0.08  1.85  -1.65  -0.10
F  -0.90  0.60  -2.96  -0.08
F  0.44  -1.75  2.22  -0.21
F  0.37  0.36  2.08  -0.17
I  -1.01  -0.78  -0.11  0.14
H  1.59  -0.97  0.99  0.25

* E_LUMO: -0.13 eV
* orbital gap: 9.863 eV
* E_HOMO: -0.3672 Ha
* molar mass: 227.9 g mol⁻¹

***

The relative energies come out as <i> 0.0000; <ii> 0.0672, with values in hartree.

***

<i>
Density functional theory data (the ωB97M-V functional and the def2-TZVPD basis) for a 2-piece molecular cluster, C4H8ClN4 overall.

Last column: Mulliken charge in e.
Atoms and positions in Å:
C  0.39  -0.16  1.60  -0.70
C  0.99  -1.17  0.92  -0.25
C  -0.31  0.93  0.90  0.86
C  0.69  0.05  -1.10  0.10
N  1.20  -0.99  -0.42  -0.13
N  -0.08  1.02  -0.42  -0.11
N  -1.09  1.83  1.54  -0.41
N  -0.94  -1.27  -2.25  -0.51
Cl  1.49  0.53  -2.58  -0.13
H  0.35  -0.06  2.63  0.40
H  1.53  -1.93  1.48  0.39
H  1.68  -1.61  -1.13  0.28
H  -0.11  1.90  -0.83  0.26
H  -1.39  1.64  2.56  0.30
H  -1.67  2.37  0.91  0.26
H  -1.93  -1.01  -2.23  0.19
H  -0.80  -2.08  -1.59  0.19

* E_LUMO (alpha / beta): -4.57 / -4.57 eV
* orbital gap (alpha / beta): 8.356 / 6.290 eV
* E_HOMO (alpha / beta): -0.4750 / -0.3992 Ha
* net charge: +1
* molar mass: 147.6 g mol⁻¹

***

<ii>
Density functional theory data (the ωB97M-V functional and the def2-TZVPD basis) for a 2-piece molecular cluster, C4H8ClN4 overall.

Last column: Mulliken charge in e.
Atoms and positions in Å:
C  -0.27  -2.48  -1.42  -0.03
C  -0.70  -1.77  -2.64  -0.34
C  -0.50  -1.68  -0.38  -0.21
C  -1.23  -0.36  -0.98  0.37
N  -1.26  -0.63  -2.41  -0.58
N  -0.93  1.14  -0.79  -0.43
N  0.28  1.33  -0.55  -0.06
N  2.31  -0.14  -0.28  -0.52
Cl  -0.43  -1.89  1.29  -0.09
H  0.14  -3.46  -1.22  0.43
H  -0.67  -2.27  -3.63  0.41
H  -2.30  -0.35  -0.57  0.35
H  0.45  2.33  -0.23  0.24
H  1.47  0.59  -0.18  0.41
H  2.09  -1.08  0.04  0.33
H  3.29  0.16  0.03  0.37
H  2.52  -0.33  -1.21  0.34

* E_LUMO: -4.38 eV
* orbital gap: 9.154 eV
* E_HOMO: -0.4972 Ha
* net charge: +1
* molar mass: 147.6 g mol⁻¹

***

The relative energies come out as <i> 0.0024; <ii> 0.0000, with values in hartree.

***

<i>
Density functional theory data (the ωB97M-V functional and the def2-TZVPD basis) for a 2-piece molecular cluster, C2H4ClN3 overall.

Last column: Mulliken charge in e.
Atoms and positions in Å:
C  -0.99  -0.62  -1.49  -0.28
C  0.86  0.55  -0.45  0.45
N  0.15  -0.30  -1.08  -0.19
N  1.89  1.16  -0.21  -0.30
N  -0.14  -0.17  1.76  -0.62
Cl  2.32  1.69  1.39  0.00
H  -1.02  -1.64  -1.87  0.28
H  -1.79  -0.01  -1.12  0.30
H  -0.38  -1.15  1.53  0.18
H  -0.89  0.48  1.53  0.18

* E_LUMO (alpha / beta): -1.84 / -1.84 eV
* orbital gap (alpha / beta): 6.183 / 6.182 eV
* E_HOMO (alpha / beta): -0.2948 / -0.2948 Ha
* molar mass: 105.5 g mol⁻¹

***

<ii>
Density functional theory data (the ωB97M-V functional and the def2-TZVPD basis) for a 2-piece molecular cluster, C2H4ClN3 overall.

Last column: Mulliken charge in e.
Atoms and positions in Å:
C  -1.73  0.98  -0.34  -0.47
C  -0.11  -0.10  1.10  0.46
N  -0.79  0.84  0.65  -0.31
N  0.46  -0.78  1.94  -0.26
N  1.02  -0.57  -1.37  -0.50
Cl  1.82  -1.74  1.94  -0.04
H  -2.07  2.00  -0.45  0.30
H  -1.70  0.15  -1.11  0.33
H  1.76  -1.19  -0.97  0.23
H  1.37  0.41  -1.39  0.25

* E_LUMO (alpha / beta): -0.66 / -1.09 eV
* orbital gap (alpha / beta): 9.203 / 6.704 eV
* E_HOMO (alpha / beta): -0.3625 / -0.2864 Ha
* molar mass: 105.5 g mol⁻¹

***

The relative energies come out as <i> 0.0253; <ii> 0.0000, with values in hartree.